[1]
The molecule C2Cl2N2O2, computed with ωB97M-V/def2-TZVPD.

Last column: natural (NBO) charge in e.
Geometry (Å):
Cl 0.370 -1.213 -1.530  0.063
Cl 0.810 1.567 -1.028  0.163
O -1.807 0.787 -0.683  -0.307
O -1.321 -0.527 0.988  -0.329
N -1.082 0.133 -0.004  0.493
N 1.648 -0.583 1.771  -0.191
C 1.073 -0.293 0.816  0.210
C 0.309 0.129 -0.330  -0.101

Values from the calculation:
ΔE to the lowest compared entry with this formula, charge and spin: 27.18 kcal per mole
largest force on an atom: 3.13 eV/Å
SMILES: N#CC(Cl)(Cl)[N+](=O)[O-]
electronic energy: -34189.4143 eV
HOMO-LUMO gap: 10.8 eV
E_HOMO: -0.44230 Ha

=====

[2]
The molecule C22H36N4O5, computed with ωB97M-V/def2-TZVPD.

Last column: natural (NBO) charge in e.
Geometry (Å):
O 1.993 1.203 0.442  -0.650
O -2.879 2.666 -1.336  -0.676
O -4.992 1.066 -1.343  -0.546
O -2.382 -1.751 -0.653  -0.687
O 0.720 0.886 -3.921  -0.578
N 1.045 1.222 -1.675  -0.478
N -3.684 0.586 -1.234  -0.327
N -0.806 -2.296 0.841  -0.436
N 3.055 0.330 -1.393  -0.440
C -1.310 0.810 -1.100  -0.310
C -1.475 -1.397 0.095  0.721
C 4.275 -0.072 -0.748  -0.413
C 2.713 -1.306 -3.213  -0.606
C -2.704 2.399 3.829  -0.412
C -2.681 1.463 -1.226  0.635
C -0.215 1.855 -1.351  -0.214
C 2.049 0.947 -0.739  0.809
C -2.906 3.371 2.653  -0.415
C -1.088 1.834 2.127  -0.243
C -1.813 0.648 1.468  -0.400
C -1.686 3.190 1.736  -0.415
C 1.386 0.793 -2.923  0.704
C 0.170 -4.331 -0.079  -0.405
C -1.040 -3.712 0.622  -0.226
C -1.293 1.839 3.645  -0.392
C -1.084 0.069 0.238  -0.319
C 1.601 -2.603 1.032  -0.396
C 2.781 0.168 -2.806  0.034
C 0.335 -2.061 1.700  -0.219
C 1.435 -4.093 0.742  -0.403
C 3.765 0.941 -3.685  -0.613
H -3.434 1.590 3.782  0.199
H 0.002 -5.399 -0.220  0.215
H 0.161 -2.602 2.637  0.196
H -2.827 0.936 1.196  0.221
H -3.576 -0.422 -1.131  0.441
H -0.564 2.511 4.101  0.202
H -1.937 -3.815 0.011  0.250
H 0.277 -3.873 -1.065  0.201
H 3.704 -1.754 -3.203  0.213
H -4.861 2.030 -1.453  0.491
H 2.307 -4.474 0.207  0.210
H -0.023 1.784 1.887  0.230
H -1.173 0.854 4.095  0.200
H 3.875 1.960 -3.321  0.220
H 1.769 -2.059 0.100  0.193
H 4.427 -1.149 -0.844  0.197
H 2.458 -2.431 1.683  0.215
H -1.252 0.073 -1.911  0.251
H 4.738 0.457 -3.691  0.213
H -0.062 2.478 -0.470  0.239
H 4.185 0.187 0.305  0.246
H -3.827 3.141 2.118  0.207
H 2.067 -1.859 -2.533  0.213
H -0.506 2.482 -2.197  0.249
H 3.379 0.975 -4.701  0.239
H -1.899 -0.157 2.203  0.209
H 1.360 -4.636 1.687  0.196
H -0.952 3.972 1.935  0.201
H -0.013 0.119 0.433  0.250
H -1.206 -4.197 1.589  0.189
H -1.965 3.249 0.687  0.235
H -2.980 4.402 2.997  0.209
H 5.132 0.452 -1.176  0.200
H -2.819 2.893 4.793  0.209
H 0.450 -1.007 1.940  0.227
H 2.301 -1.377 -4.216  0.239

Values from the calculation:
ΔE to the lowest compared entry with this formula, charge and spin: 1.07 kcal per mole
largest force on an atom: 0.77 eV/Å
SMILES: CN1C(=O)N(C[C@H](C(=O)NO)[C@@H](CC2CCCC2)C(=O)N2CCCCC2)C(=O)C1(C)C
electronic energy: -39598.2462 eV
HOMO-LUMO gap: 9.3 eV
E_HOMO: -0.32581 Ha